(1)
Density functional theory data (wB97M-V/def2-TZVPD) for C12H20N4 in the gas phase at a distorted geometry.

Structure (XYZ):
```
36
Properties=species:S:1:pos:R:3
N 4.706 -1.955 2.787
C 3.421 -1.593 2.576
N 2.571 -1.474 3.626
N 3.049 -1.226 1.401
N 1.781 -0.789 1.222
C 1.501 -0.431 -0.019
C 0.137 0.036 -0.429
C -0.983 -0.845 0.146
C -2.358 -0.366 -0.351
C -2.588 1.066 0.124
C -1.498 1.992 -0.420
C -1.561 1.963 -2.002
C -1.291 0.514 -2.463
C -2.425 -0.369 -1.901
C 0.073 0.005 -1.965
C -0.127 1.494 0.016
H 4.878 -2.477 3.642
H 5.238 -2.148 1.937
H 1.676 -1.088 3.263
H 2.983 -0.974 4.381
H 2.261 -0.431 -0.794
H -0.834 -1.861 -0.161
H -0.962 -0.844 1.247
H -3.145 -0.999 0.024
H -3.555 1.413 -0.249
H -2.624 1.080 1.245
H -1.660 3.007 -0.067
H -2.533 2.293 -2.420
H -0.843 2.697 -2.360
H -1.276 0.403 -3.530
H -2.335 -1.389 -2.334
H -3.399 0.024 -2.280
H 0.892 0.656 -2.350
H 0.270 -1.010 -2.347
H -0.137 1.483 1.113
H 0.698 2.139 -0.307
```

Calculated values
relative energy (zero: lowest compared OMol25 entry of this formula, charge and spin)	2.7	kcal per mole
HOMO-LUMO gap	8.8	eV
SMILES	NC(N)=N/N=C/[C@]12C[C@H]3C[C@H](C[C@H](C3)C1)C2
HOMO energy	-7.9	eV

(2)
Density functional theory data (wB97M-V/def2-TZVPD) for 2 unconnected molecules or ions with the total composition C12H20OSi at a distorted geometry.

Structure (XYZ):
```
34
Properties=species:S:1:pos:R:3
C -4.405 1.361 0.766
C -3.763 0.298 1.465
C -3.564 2.272 0.048
C -2.381 0.048 1.352
C -2.203 1.930 -0.081
C -1.623 0.815 0.472
C 1.525 -1.642 -2.540
C -0.753 -1.575 -1.974
C 1.380 -0.569 1.993
C 2.354 1.639 1.640
C 0.567 -1.328 -1.280
C 1.978 0.332 0.936
O -1.324 2.724 -0.819
Si 0.795 0.436 -0.634
H -5.405 1.663 0.810
H -4.407 -0.220 2.081
H -3.933 3.012 -0.603
H -1.971 -0.821 1.879
H 2.396 -0.941 -2.616
H 2.069 -2.622 -2.537
H 0.825 -1.741 -3.360
H -0.814 -2.453 -2.537
H -0.927 -0.804 -2.717
H -1.639 -1.607 -1.380
H 1.938 -1.554 1.959
H 1.769 -0.322 3.017
H 0.331 -0.553 1.872
H 1.499 2.063 2.270
H 2.711 2.283 0.887
H 3.031 1.497 2.496
H 0.775 -2.029 -0.572
H 2.917 0.114 0.469
H -1.869 3.588 -1.179
H 1.015 1.440 -1.831
```

Calculated values
relative energy (zero: lowest compared OMol25 entry of this formula, charge and spin)	105.5	kcal per mole
HOMO-LUMO gap	8.9	eV
HOMO energy	-8.1	eV

(3)
Density functional theory data (wB97M-V/def2-TZVPD) for a molecular structure, C12H21AsO6P2SV at a distorted geometry.

Structure (XYZ):
```
44
Properties=species:S:1:pos:R:3
V -0.518 -0.495 1.154
C 0.890 -0.207 4.386
P -0.203 0.581 3.148
C -1.593 1.177 4.193
C 0.694 2.143 2.755
C 0.082 2.772 1.508
P 0.003 1.513 0.149
C 1.645 1.728 -0.633
C -1.083 2.366 -1.060
H 1.088 0.481 5.208
H 1.822 -0.489 3.895
H 0.407 -1.110 4.763
H -1.215 1.740 5.045
H -2.164 0.315 4.540
H -2.248 1.802 3.588
H 1.729 1.856 2.555
H 0.675 2.821 3.613
H 0.672 3.631 1.171
H -0.941 3.105 1.712
H 1.774 2.764 -0.954
H 1.733 1.057 -1.489
H 2.407 1.449 0.097
H -0.786 3.406 -1.180
H -2.113 2.314 -0.712
H -1.009 1.850 -2.016
O 1.815 -1.912 -0.760
As 1.949 -1.984 0.987
O 3.484 -2.308 1.338
O 1.434 -0.491 1.519
C 0.802 -3.526 1.423
C 1.428 -4.742 1.193
C 0.722 -5.930 1.266
C -0.629 -5.905 1.575
C -1.258 -4.703 1.836
C -0.541 -3.504 1.787
S -2.113 -2.050 0.540
O -0.983 -1.879 -0.408
O -1.205 -2.349 2.037
O -2.591 -0.699 0.887
H 0.877 -1.804 -0.967
H 2.484 -4.720 0.936
H 1.219 -6.871 1.079
H -1.199 -6.822 1.603
H -2.310 -4.664 2.093
```

Calculated values
relative energy (zero: lowest compared OMol25 entry of this formula, charge and spin)	22.7	kcal per mole
HOMO-LUMO gap (alpha / beta)	8.1 / 7.5	eV
multiplicity	2
HOMO energy (alpha / beta)	-7.7 / -7.2	eV

(4)
Density functional theory data (wB97M-V/def2-TZVPD) for a molecular structure, C12H21BInN3O3S at a distorted geometry.

Structure (XYZ):
```
42
Properties=species:S:1:pos:R:3
C 1.722 -0.252 2.878
S -0.022 -0.606 2.370
O -0.308 -2.074 2.527
O -0.805 0.095 3.407
B -0.432 0.073 0.622
C 0.107 -0.874 -0.637
C 1.214 -1.935 -0.292
C 2.045 -2.270 -1.602
N 1.239 -2.974 -2.613
C 0.171 1.621 0.624
C 1.657 1.791 0.153
C 1.745 3.177 -0.603
N 2.363 3.227 -1.929
O 1.278 4.168 -0.125
C -2.026 0.054 0.424
C -2.536 0.847 -0.736
C -3.935 0.897 -1.012
C -4.697 0.108 -0.073
C -4.014 -0.664 1.006
N -2.735 -0.744 1.319
H 1.711 0.722 3.426
H 1.985 -1.055 3.599
H 2.422 -0.187 2.022
H -0.743 -1.433 -1.124
H 0.463 -0.178 -1.441
H 0.700 -2.910 -0.029
H 1.962 -1.650 0.473
H 2.828 -2.994 -1.252
H 2.603 -1.377 -1.985
H 1.912 -3.269 -3.331
H 0.676 -2.274 -3.113
H 0.134 1.953 1.697
H -0.441 2.364 0.072
H 2.043 1.039 -0.569
H 2.337 1.888 1.029
H 3.277 3.680 -1.792
H 1.827 3.934 -2.448
H -1.827 1.411 -1.373
H -4.414 1.470 -1.825
H -5.802 0.070 -0.157
H -4.683 -1.275 1.659
In -0.999 -3.596 0.752
```

Calculated values
HOMO-LUMO gap	2.8	eV
charge	+2
HOMO energy	-15.0	eV

(5)
Density functional theory data (wB97M-V/def2-TZVPD) for 4 unconnected molecules or ions with the total composition C12H21BNO13S at a distorted geometry.

Structure (XYZ):
```
49
Properties=species:S:1:pos:R:3
N 4.226 -4.327 4.385
B 3.093 -3.462 3.841
O 3.419 -2.340 2.891
S 1.267 -3.636 4.293
O 0.407 -2.580 3.493
O 1.179 -3.337 5.840
O 0.647 -5.220 4.090
H 4.759 -4.796 3.593
H 4.923 -3.619 4.766
H 3.066 -1.527 3.399
C 0.549 2.867 1.858
C 1.480 1.681 2.016
C 1.568 1.177 3.425
O 2.867 0.616 3.473
C 3.614 1.291 2.547
O 4.827 1.222 2.457
O 2.820 2.056 1.739
H 0.509 3.179 0.809
H -0.465 2.624 2.188
H 0.911 3.731 2.426
H 1.198 0.882 1.321
H 0.811 0.418 3.643
H 1.504 1.970 4.179
C -3.111 -0.721 0.116
C -3.439 0.759 0.092
C -3.355 1.365 -1.276
O -3.027 2.714 -0.998
C -2.360 2.712 0.196
O -1.747 3.664 0.645
O -2.469 1.499 0.816
H -3.207 -1.113 1.134
H -3.778 -1.288 -0.540
H -2.074 -0.900 -0.189
H -4.418 0.938 0.552
H -4.303 1.302 -1.817
H -2.561 0.936 -1.898
C -1.490 0.351 -6.774
C -0.592 0.409 -5.554
C 0.087 -0.892 -5.252
O 0.274 -0.826 -3.850
C -0.718 -0.019 -3.365
O -0.996 0.099 -2.185
O -1.357 0.637 -4.380
H -1.943 1.332 -6.957
H -0.931 0.053 -7.666
H -2.318 -0.350 -6.622
H 0.131 1.227 -5.653
H 1.048 -0.987 -5.765
H -0.527 -1.770 -5.480
```

Calculated values
relative energy (zero: lowest compared OMol25 entry of this formula, charge and spin)	82.1	kcal per mole
HOMO-LUMO gap	6.4	eV
charge	-1
HOMO energy	-4.7	eV

(6)
Density functional theory data (wB97M-V/def2-TZVPD) for 3 unconnected molecules or ions with the total composition C12H21IO11S2 at a distorted geometry.

Structure (XYZ):
```
47
Properties=species:S:1:pos:R:3
C 2.869 2.163 -3.549
C 1.836 1.043 -3.625
C 1.241 0.596 -2.270
C 2.227 0.422 -1.129
C 1.597 0.460 0.258
C 0.979 1.779 0.734
I 1.866 3.594 0.010
C 0.533 -0.767 -2.587
O -0.801 -0.610 -2.120
C -1.063 0.708 -2.298
O -2.046 1.178 -2.588
O 0.069 1.383 -2.006
H 3.778 1.806 -3.089
H 2.492 3.020 -3.019
H 3.115 2.468 -4.562
H 1.010 1.347 -4.253
H 2.330 0.162 -4.034
H 3.088 1.067 -1.194
H 2.629 -0.580 -1.243
H 2.393 0.222 0.957
H 0.896 -0.354 0.350
H -0.044 1.798 0.389
H 0.941 1.863 1.810
H 0.444 -0.791 -3.678
H 1.035 -1.686 -2.330
O -3.053 1.956 5.326
S -2.188 2.088 4.215
O -0.799 2.317 4.363
O -2.803 3.202 3.230
C -3.021 2.640 1.931
C -3.286 1.171 2.184
O -2.388 0.823 3.245
H -2.116 2.783 1.338
H -3.858 3.130 1.441
H -3.095 0.555 1.309
H -4.309 1.005 2.532
O 1.697 -2.487 0.724
S 1.159 -3.799 0.691
O 1.871 -4.885 0.135
O -0.295 -3.718 0.019
C -1.283 -4.238 0.918
C -0.725 -3.964 2.298
O 0.682 -4.202 2.167
H -1.387 -5.309 0.733
H -2.238 -3.747 0.749
H -1.148 -4.614 3.059
H -0.870 -2.920 2.589
```

Calculated values
HOMO-LUMO gap	9.4	eV
SMILES	CC[C@]1(CCCI)COC(=O)O1.O=S1(=O)OCCO1.O=S1(=O)OCCO1
HOMO energy	-9.3	eV

| no. | M (g/mol) | energy (eV) |
| --- | --- | --- |
| 1 | 220.32 | -18729.1787 |
| 2 | 208.38 | -22689.1580 |
| 3 | 481.17 | -141008.9593 |
| 4 | 413.01 | -40059.8776 |
| 5 | 430.17 | -52405.3253 |
| 6 | 532.33 | -65076.1085 |